(1)
78
Properties=species:S:1:pos:R:3 method="wB97M-V/def2-TZVPD" s2=8.78 multiplicity=6 lumo_ev="-0.94 / -1.10" relative_energy_ev=2.434
Fe 0.2386 -0.1315 0.0017
Cl -2.5124 1.5942 6.3526
C -1.7762 0.8183 4.9841
C -2.0617 -0.5351 4.7329
C -1.5083 -1.1559 3.6467
C -0.6695 -0.4639 2.7367
O -0.1997 -1.0644 1.7072
C -0.3489 0.9214 3.0417
C 0.6399 1.5934 2.2852
N 1.0978 1.0380 1.1952
C 2.2600 1.2654 0.5020
C 3.0621 2.3925 0.6051
C 4.1858 2.5597 -0.2048
C 4.5394 1.6096 -1.1274
C 3.8161 0.4045 -1.2129
C 4.1831 -0.6531 -2.0689
C 3.5115 -1.8502 -2.0106
C 2.4668 -1.9977 -1.0995
N 2.0571 -1.0097 -0.3289
C 2.6791 0.1960 -0.3827
C -0.9305 1.5239 4.1779
H -2.7228 -1.0756 5.3959
H -1.7248 -2.1897 3.4194
H 1.0601 2.5291 2.6523
H 2.7821 3.1662 1.3071
H 4.7768 3.4612 -0.1127
H 5.3935 1.7590 -1.7751
H 5.0103 -0.5109 -2.7525
H 3.7855 -2.6760 -2.6511
H 1.9247 -2.9270 -0.9864
H -0.6998 2.5568 4.4090
C -0.5900 -1.3232 -1.2464
C -1.1171 -2.1941 -1.9183
C -1.7386 -3.2405 -2.6611
C -2.2425 -3.0167 -3.9462
C -2.8520 -4.0443 -4.6455
C -2.9754 -5.3040 -4.0755
C -2.4868 -5.5328 -2.7964
C -1.8687 -4.5129 -2.0936
H -2.1543 -2.0303 -4.3802
H -3.2410 -3.8654 -5.6403
H -3.4526 -6.1040 -4.6263
H -2.5951 -6.5097 -2.3431
H -1.4928 -4.6824 -1.0936
C 0.0320 1.4515 -1.5390
C 0.2218 2.8392 -1.1619
C 1.3198 3.5850 -1.6259
C 1.4625 4.9270 -1.3241
C 0.5373 5.5715 -0.5130
C -0.5289 4.8449 0.0023
C -0.6859 3.5087 -0.3186
H 0.7503 1.0976 -2.2790
H -0.9768 1.1794 -1.8044
H 2.0463 3.0987 -2.2665
H 2.3029 5.4812 -1.7257
H 0.6430 6.6246 -0.2882
H -1.2441 5.3301 0.6558
H -1.5109 2.9455 0.0962
C -5.2915 -0.0849 -5.1348
C -4.7122 0.0851 -3.7581
C -4.8004 -0.9333 -2.8147
C -4.1699 -0.8168 -1.5866
C -3.4644 0.3299 -1.2792
C -3.4270 1.3885 -2.1768
C -4.0450 1.2572 -3.4091
S -2.4949 0.3057 0.2555
C -3.5334 1.5721 1.1016
O -2.8988 -0.9472 0.9102
H -5.9328 -0.9632 -5.1869
H -4.4874 -0.2121 -5.8636
H -5.8654 0.7924 -5.4337
H -5.3439 -1.8392 -3.0513
H -4.1995 -1.6126 -0.8533
H -2.9227 2.3167 -1.9321
H -3.9921 2.0765 -4.1165
H -4.4554 1.0642 1.3727
H -3.7309 2.4228 0.4532
H -3.0042 1.8833 2.0021

=====

(2)
14
Properties=species:S:1:pos:R:3 method="wB97M-V/def2-TZVPD" lumo_ev=1.11 relative_energy_ev=2.205
O -0.6324 2.4675 -0.3607
C -0.3739 1.3290 -0.0592
C -1.3946 0.2285 0.2458
C -0.5322 -0.9494 0.6136
C 0.7678 -0.6820 0.4707
C 1.0310 0.7451 0.0947
H -2.0598 0.5539 1.0515
H -2.0309 0.0756 -0.6399
H -0.9233 -1.9248 0.8853
H 1.5770 -1.4022 0.5595
H 1.5387 1.2255 0.9352
H 1.6362 0.9421 -0.8041
H 0.3952 -1.3489 -1.2746
H 1.0010 -1.2600 -1.7178

=====

(3)
89
Properties=species:S:1:pos:R:3 method="wB97M-V/def2-TZVPD" s2=6.01 multiplicity=5 lumo_ev="-9.47 / -9.21" charge=+3
Pm -0.1864 -1.8088 -0.1635
C 0.9718 -3.7890 2.5726
N -0.2265 -3.7695 1.7184
C -1.4955 -3.8975 2.4527
C -2.5751 -3.3836 1.5578
N -2.2965 -2.6545 0.4765
C -3.5445 -2.3490 -0.1016
C -3.8643 -1.6510 -1.2627
C -5.2045 -1.5277 -1.5733
C -6.2056 -2.0855 -0.7627
C -5.8997 -2.7963 0.3813
C -4.5488 -2.9120 0.6806
N -3.8825 -3.5641 1.7202
C 2.1087 -3.3179 1.7278
N 1.8974 -2.6841 0.5767
C 3.1747 -2.3206 0.1118
C 3.5588 -1.6304 -1.0361
C 4.9097 -1.4098 -1.2147
C 5.8604 -1.8681 -0.2875
C 5.4925 -2.5633 0.8470
C 4.1295 -2.7707 1.0198
N 3.4043 -3.4123 2.0245
H 1.1757 -4.7720 3.0073
H 0.8234 -3.0896 3.4008
H -0.1541 -4.5606 1.0777
H -1.4443 -3.2894 3.3594
H -1.7034 -4.9254 2.7625
H -3.1210 -1.2351 -1.9368
H -5.4954 -1.0006 -2.4715
H -7.2409 -1.9672 -1.0491
H -6.6688 -3.2417 0.9962
H -4.3159 -4.0973 2.4612
H 2.8517 -1.2951 -1.7896
H 5.2534 -0.8872 -2.0968
H 6.9083 -1.6801 -0.4735
H 6.2263 -2.9260 1.5530
H 3.7919 -3.8680 2.8390
C -3.5201 3.5151 0.0129
C -3.2971 3.0054 -1.4145
C -2.2212 1.9055 -1.4684
C -1.2150 2.0958 -0.3273
C -1.9263 1.8281 1.0139
C -3.3681 2.3779 1.0158
P 0.2344 1.0032 -0.5085
C 1.3610 1.1667 0.9345
C 0.9255 0.3466 2.1545
C 2.1168 0.1414 3.1051
C 3.0405 1.3742 3.1007
C 2.2423 2.6391 2.8094
C 1.6918 2.6116 1.3743
C 1.2540 1.3979 -1.9813
C 1.4039 2.9050 -2.3276
C 0.6505 3.2765 -3.6013
C 1.1362 2.4676 -4.8125
C 1.5732 1.0426 -4.4323
C 0.8101 0.5680 -3.1989
H -4.5066 3.9685 0.0971
H -2.8081 4.3087 0.2544
H -3.0150 3.8306 -2.0695
H -4.2285 2.6010 -1.8136
H -1.7397 1.9003 -2.4455
H -2.6914 0.9222 -1.3389
H -0.8494 3.1275 -0.3482
H -1.3507 2.2597 1.8345
H -1.9624 0.7384 1.1998
H -3.6245 2.7091 2.0214
H -4.0698 1.5779 0.7651
H 2.2880 0.7042 0.5628
H 0.5317 -0.6734 1.8976
H 0.0910 0.8344 2.6575
H 2.6862 -0.7421 2.7996
H 1.7410 -0.0476 4.1124
H 3.8185 1.2558 2.3411
H 3.5590 1.4470 4.0553
H 2.8583 3.5269 2.9449
H 1.4230 2.7300 3.5276
H 2.4284 3.0233 0.6815
H 0.8060 3.2464 1.3024
H 2.2413 1.0230 -1.6830
H 2.4664 3.1141 -2.4678
H 1.0882 3.5361 -1.4944
H 0.7727 4.3424 -3.7914
H -0.4223 3.1287 -3.4522
H 1.9693 2.9806 -5.2926
H 0.3394 2.4209 -5.5555
H 2.6427 1.0201 -4.2012
H 1.4247 0.3596 -5.2678
H 1.0025 -0.5059 -3.0148
H -0.2664 0.6645 -3.3724